1.
A molecular structure, C12H23NO12S, computed with the ωB97M-V functional and the def2-TZVPD basis.

Summary:
- HOMO: -0.39517 hartree
- Maximum force: 0.015 Eh/bohr
- Gap between HOMO and LUMO: 0.4048 hartree
- LUMO: 0.26 eV
- Total charge: 0

Last column: Löwdin charge in e.
Positions of all 49 atoms, in Å:
N (-2.626, 2.705, 0.575)  0.13
C (-3.162, 2.054, 1.520)  -0.22
C (-2.323, 1.360, 2.556)  -0.07
C (-1.904, -0.089, 2.171)  -0.39
C (-0.712, -0.052, 1.230)  -0.08
C (0.020, -1.364, 0.988)  -0.21
O (-0.778, -2.382, 0.392)  -0.07
O (-1.609, -0.754, 3.431)  -0.13
S (-2.968, -1.328, 4.078)  0.62
O (-2.842, -2.736, 4.154)  -0.20
O (-3.336, -0.557, 5.207)  -0.21
O (-3.935, -0.914, 2.875)  -0.12
C (-3.063, -0.973, 1.700)  -0.37
O (-3.671, -0.723, 0.506)  0.09
H (-3.345, 3.115, -0.022)  0.07
H (-4.251, 1.960, 1.607)  0.13
H (-1.402, 1.932, 2.674)  0.13
H (-2.873, 1.346, 3.496)  0.12
H (-1.028, 0.395, 0.282)  0.13
H (0.014, 0.644, 1.662)  0.13
H (0.412, -1.755, 1.927)  0.13
H (0.865, -1.156, 0.324)  0.12
H (-1.451, -1.980, -0.169)  0.09
H (-2.706, -2.003, 1.660)  0.15
H (-3.759, 0.225, 0.346)  0.09
C (0.764, -4.475, -1.387)  -0.03
O (1.181, -3.275, -2.056)  0.00
C (1.966, -3.469, -3.111)  -0.63
O (2.340, -4.531, -3.534)  0.12
O (2.274, -2.276, -3.628)  0.00
C (3.121, -2.338, -4.779)  -0.04
H (0.142, -4.128, -0.567)  0.07
H (0.197, -5.110, -2.065)  0.10
H (1.629, -5.022, -1.016)  0.10
H (2.638, -2.893, -5.581)  0.10
H (4.071, -2.807, -4.531)  0.10
H (3.281, -1.308, -5.083)  0.09
C (4.563, 3.439, -1.451)  -0.04
O (3.248, 3.960, -1.663)  0.00
C (2.398, 3.726, -0.664)  -0.63
O (2.656, 3.134, 0.353)  0.12
O (1.219, 4.253, -0.981)  0.01
C (0.213, 4.076, 0.025)  -0.05
H (5.132, 3.706, -2.337)  0.09
H (5.015, 3.887, -0.568)  0.10
H (4.533, 2.357, -1.338)  0.10
H (0.511, 4.571, 0.948)  0.10
H (0.033, 3.022, 0.208)  0.06
H (-0.690, 4.533, -0.365)  0.08

=====

2.
A molecular structure, C44H36O3P2SiSn, computed with the ωB97M-V functional and the def2-TZVPD basis.

Summary:
- HOMO: -0.27159 hartree
- Energy above the lowest of the compared OMol25 structures with the same formula, charge and spin: 27.4 kcal/mol
- Maximum force: 0.010 Eh/bohr
- Gap between HOMO and LUMO: 0.2775 hartree
- LUMO: 0.16 eV
- Total charge: 0

Last column: Löwdin charge in e.
Positions of all 87 atoms, in Å:
Sn (-0.416, -0.192, 1.440)  1.14
C (3.333, 0.906, 0.957)  -0.22
Si (1.828, 0.234, 0.056)  0.53
C (1.736, 1.184, -1.618)  -0.29
C (2.511, 0.697, -2.674)  -0.11
C (2.484, 1.257, -3.945)  -0.08
C (1.664, 2.347, -4.188)  -0.08
C (0.920, 2.882, -3.144)  -0.09
C (0.938, 2.313, -1.869)  -0.38
P (0.237, 3.238, -0.438)  1.10
C (-0.530, 4.733, -1.183)  -0.39
C (0.077, 5.951, -0.886)  -0.11
C (-0.449, 7.146, -1.361)  -0.08
C (-1.596, 7.134, -2.139)  -0.09
C (-2.207, 5.923, -2.447)  -0.08
C (-1.679, 4.734, -1.973)  -0.10
C (-1.282, 2.301, -0.018)  -0.51
C (-1.959, 1.456, -0.898)  -0.15
C (-3.190, 0.916, -0.544)  -0.09
C (-3.749, 1.205, 0.693)  -0.09
C (-3.070, 2.024, 1.586)  -0.11
C (-1.846, 2.569, 1.231)  -0.19
C (2.329, -1.504, -0.582)  -0.31
C (3.668, -1.869, -0.754)  -0.10
C (4.027, -2.948, -1.546)  -0.07
C (3.050, -3.677, -2.218)  -0.07
C (1.715, -3.379, -2.011)  -0.10
C (1.356, -2.334, -1.155)  -0.39
P (-0.371, -2.017, -0.699)  0.99
C (-1.044, -3.562, 0.006)  -0.35
C (-2.279, -3.445, 0.650)  -0.13
C (-2.891, -4.554, 1.213)  -0.07
C (-2.259, -5.788, 1.169)  -0.08
C (-1.005, -5.901, 0.587)  -0.07
C (-0.397, -4.795, 0.009)  -0.07
C (-1.252, -1.774, -2.278)  -0.33
C (-2.604, -2.076, -2.426)  -0.10
C (-3.276, -1.722, -3.587)  -0.08
C (-2.606, -1.071, -4.614)  -0.08
C (-1.254, -0.782, -4.480)  -0.07
C (-0.582, -1.122, -3.315)  -0.09
H (4.105, 1.226, 0.255)  0.03
H (3.744, 0.149, 1.630)  0.03
H (3.052, 1.765, 1.570)  0.02
H (3.166, -0.153, -2.511)  0.09
H (3.103, 0.843, -4.732)  0.10
H (1.617, 2.799, -5.171)  0.10
H (0.326, 3.765, -3.333)  0.09
H (0.974, 5.960, -0.277)  0.09
H (0.035, 8.083, -1.117)  0.10
H (-2.015, 8.063, -2.505)  0.10
H (-3.103, 5.907, -3.056)  0.10
H (-2.170, 3.799, -2.226)  0.10
H (-1.519, 1.219, -1.862)  0.10
H (-3.717, 0.284, -1.248)  0.10
H (-4.711, 0.789, 0.965)  0.11
H (-3.488, 2.226, 2.564)  0.11
H (-1.320, 3.221, 1.919)  0.11
H (4.445, -1.275, -0.284)  0.10
H (5.072, -3.202, -1.673)  0.11
H (3.331, -4.480, -2.887)  0.11
H (0.947, -3.955, -2.514)  0.11
H (-2.751, -2.472, 0.737)  0.09
H (-3.849, -4.449, 1.705)  0.11
H (-2.733, -6.656, 1.609)  0.10
H (-0.489, -6.852, 0.591)  0.11
H (0.591, -4.895, -0.417)  0.09
H (-3.134, -2.605, -1.645)  0.09
H (-4.330, -1.951, -3.687)  0.11
H (-3.135, -0.790, -5.516)  0.10
H (-0.718, -0.286, -5.279)  0.11
H (0.466, -0.866, -3.210)  0.09
O (-0.801, -1.546, 6.625)  0.07
C (0.463, -1.101, 6.563)  -0.27
C (1.129, -0.829, 7.760)  -0.02
C (2.431, -0.374, 7.742)  -0.09
C (3.104, -0.176, 6.536)  -0.09
C (2.445, -0.435, 5.352)  -0.03
C (1.128, -0.899, 5.343)  -0.07
C (0.417, -1.131, 4.058)  -0.61
O (-0.736, -1.593, 4.060)  -0.03
O (1.042, -0.803, 2.977)  -0.26
H (-1.079, -1.695, 5.687)  0.07
H (0.594, -0.990, 8.688)  0.12
H (2.935, -0.172, 8.679)  0.10
H (4.126, 0.178, 6.531)  0.10
H (2.931, -0.281, 4.398)  0.11

=====

3.
A molecular structure, C4H16O9Sr in a non-equilibrium geometry, computed with the ωB97M-V functional and the def2-TZVPD basis.

Summary:
- HOMO: -0.23085 hartree
- Energy above the lowest of the compared OMol25 structures with the same formula, charge and spin: 285.9 kcal/mol
- Maximum force: 0.081 Eh/bohr
- Gap between HOMO and LUMO: 0.0805 hartree
- LUMO: -4.09 eV
- Total charge: 0

Last column: Löwdin charge in e.
Positions of all 30 atoms, in Å:
Sr (4.010, 14.932, -1.280)  1.60
C (7.607, 14.099, -7.950)  -0.05
C (7.352, 13.072, -6.843)  -0.83
O (7.583, 11.863, -7.125)  -0.07
O (6.839, 13.394, -5.798)  -0.05
H (7.515, 15.141, -7.642)  0.05
H (6.862, 13.928, -8.727)  0.06
H (8.614, 13.911, -8.322)  0.06
C (4.618, 9.451, 3.743)  -0.03
C (4.555, 10.460, 2.607)  -0.81
O (5.165, 10.316, 1.564)  -0.05
O (4.003, 11.585, 2.781)  -0.10
H (4.900, 8.442, 3.443)  0.07
H (3.623, 9.309, 4.166)  0.06
H (5.210, 9.894, 4.544)  0.07
O (0.949, 11.882, -3.440)  -0.06
H (0.053, 11.978, -3.763)  0.03
H (1.081, 10.936, -3.375)  0.04
O (3.217, 18.144, 2.231)  -0.07
H (3.281, 17.815, 3.127)  0.04
H (3.115, 19.091, 2.329)  0.03
O (8.173, 15.479, 0.451)  -0.07
H (8.745, 15.977, 1.035)  0.03
H (8.696, 14.721, 0.191)  0.04
O (5.904, 18.743, -3.431)  -0.07
H (6.844, 18.857, -3.292)  0.03
H (5.651, 19.484, -3.981)  0.03
O (-0.373, 17.316, -2.220)  -0.06
H (-0.425, 18.271, -2.198)  0.03
H (-1.224, 17.036, -2.556)  0.03

=====

4.
A molecular structure, C5H9BrEuNO4P in a non-equilibrium geometry, computed with the ωB97M-V functional and the def2-TZVPD basis.

Summary:
- HOMO (alpha / beta): -0.55087 / -0.55095 hartree
- Energy above the lowest of the compared OMol25 structures with the same formula, charge and spin: 0.0 kcal/mol
- Maximum force: 0.091 Eh/bohr
- Gap between HOMO and LUMO (alpha / beta): 0.1933 / 0.2017 hartree
- ⟨S²⟩: 15.7599
- LUMO (alpha / beta): -9.73 / -9.50 eV
- Multiplicity: 8
- Total charge: +2

Last column: Löwdin charge in e.
Positions of all 22 atoms, in Å:
O (-1.222, -1.269, 2.834)  0.08
C (-0.709, -1.133, 1.707)  -0.41
N (-0.719, -2.187, 0.664)  0.05
C (-0.084, -1.701, -0.620)  -0.14
C (0.895, -0.568, -0.020)  -0.27
C (1.852, 0.257, -1.009)  -0.15
O (1.852, 1.686, -0.800)  -0.25
O (2.599, 2.011, 0.300)  -0.02
C (0.115, 0.171, 1.160)  -0.31
P (-1.258, 1.413, 0.773)  0.79
O (-2.759, 0.632, 1.145)  -0.32
Br (-1.385, 1.899, -1.466)  0.24
H (-1.622, -2.648, 0.504)  0.14
H (-0.851, -1.084, -1.207)  0.08
H (0.436, -2.553, -1.188)  0.15
H (1.652, -1.225, 0.559)  0.17
H (1.606, -0.049, -2.089)  0.14
H (2.939, -0.093, -0.843)  0.15
H (2.057, 2.693, 0.773)  0.13
H (0.669, 0.494, 2.102)  0.15
H (-3.206, 0.494, 0.271)  0.05
Eu (-2.857, 2.759, -3.551)  1.54

=====

5.
A molecular structure, C2H4N2O in a non-equilibrium geometry, computed with the ωB97M-V functional and the def2-TZVPD basis.

Summary:
- HOMO (alpha / beta): -0.32412 / -0.32424 hartree
- Energy above the lowest of the compared OMol25 structures with the same formula, charge and spin: 111.8 kcal/mol
- Maximum force: 0.174 Eh/bohr
- Gap between HOMO and LUMO (alpha / beta): 0.2845 / 0.2846 hartree
- LUMO (alpha / beta): -1.08 / -1.08 eV
- Total charge: 0

Last column: Löwdin charge in e.
Positions of all 9 atoms, in Å:
C (0.164, 1.008, 0.265)  -0.18
C (0.858, -0.075, -0.344)  -0.21
N (-0.873, 0.672, 0.896)  0.15
N (0.372, -1.285, -0.336)  0.17
O (2.373, 0.276, -1.291)  -0.34
H (0.576, 1.978, 0.011)  0.12
H (-1.425, 1.336, 1.302)  0.03
H (-0.408, -1.365, 0.360)  0.14
H (0.976, -1.938, -0.785)  0.12

=====

6.
A molecular structure, C3H4BrN3O3 in a non-equilibrium geometry, computed with the ωB97M-V functional and the def2-TZVPD basis.

Summary:
- HOMO: -0.37129 hartree
- Energy above the lowest of the compared OMol25 structures with the same formula, charge and spin: 0.0 kcal/mol
- Maximum force: 0.075 Eh/bohr
- Gap between HOMO and LUMO: 0.3866 hartree
- LUMO: 0.42 eV
- Total charge: 0

Last column: Löwdin charge in e.
Positions of all 14 atoms, in Å:
C (-1.318, -0.854, -0.139)  -0.52
C (1.176, -0.946, 0.082)  -0.66
C (-0.591, 1.565, 0.372)  -0.34
N (-0.122, -1.304, -0.468)  0.17
N (-1.139, 0.390, 0.658)  0.14
N (1.590, 0.159, -0.574)  -0.41
O (-2.385, -1.283, -0.416)  0.13
O (1.629, -1.692, 0.879)  0.11
O (-0.276, 1.975, -0.729)  0.03
Br (3.191, 0.752, -0.048)  0.83
H (-0.821, 2.137, 1.248)  0.14
H (-0.100, -1.967, -1.282)  0.20
H (-1.781, 0.314, 1.448)  0.16
H (0.946, 0.755, -1.033)  0.03

=====

7.
A molecular structure, C22H21Br2F4N4O4STi in a non-equilibrium geometry, computed with the ωB97M-V functional and the def2-TZVPD basis.

Summary:
- HOMO: -0.43396 hartree
- Maximum force: 0.033 Eh/bohr
- Gap between HOMO and LUMO: 0.2626 hartree
- LUMO: -4.66 eV
- Total charge: +1

Last column: Löwdin charge in e.
Positions of all 59 atoms, in Å:
Ti (-0.651, 0.158, -0.786)  1.15
C (0.159, -0.945, 3.388)  -0.06
C (0.308, 0.564, 3.372)  -0.23
N (0.840, 1.130, 2.125)  -0.18
C (0.910, 2.593, 2.260)  -0.24
C (1.411, 3.328, 1.025)  -0.07
C (2.099, 0.537, 1.697)  -0.17
C (1.852, -0.456, 0.590)  -0.16
N (1.252, 0.215, -0.589)  -0.08
C (2.079, 0.797, -1.583)  -0.13
C (1.409, 1.586, -2.491)  -0.13
F (0.061, 1.716, -2.259)  0.04
C (1.976, 2.255, -3.538)  -0.20
F (1.208, 2.994, -4.333)  0.14
C (3.336, 2.148, -3.728)  0.11
C (4.043, 1.383, -2.829)  -0.19
F (5.360, 1.251, -2.964)  0.13
C (3.445, 0.723, -1.762)  -0.13
F (4.238, 0.023, -0.942)  0.11
H (-0.267, -1.244, 4.347)  0.09
H (-0.511, -1.313, 2.604)  0.03
H (1.113, -1.469, 3.290)  0.08
H (-0.670, 1.023, 3.537)  0.11
H (0.933, 0.876, 4.222)  0.13
H (-0.097, 2.932, 2.513)  0.10
H (1.540, 2.861, 3.119)  0.13
H (1.067, 2.860, 0.101)  0.05
H (1.055, 4.360, 1.032)  0.09
H (2.499, 3.368, 0.969)  0.08
H (2.765, 1.309, 1.310)  0.12
H (2.642, 0.050, 2.515)  0.14
H (2.773, -0.949, 0.303)  0.12
H (1.171, -1.224, 0.946)  0.08
H (3.830, 2.647, -4.551)  0.15
Br (-5.248, 3.589, 2.714)  0.88
C (-3.866, 2.721, 1.823)  -0.66
C (-3.034, 3.429, 0.979)  -0.06
C (-2.029, 2.739, 0.339)  -0.07
N (-1.825, 1.435, 0.528)  0.03
C (-2.656, 0.747, 1.327)  -0.18
C (-3.686, 1.357, 1.997)  -0.02
C (-2.424, -0.725, 1.367)  -0.19
C (-3.230, -1.597, 2.050)  -0.02
C (-2.966, -2.956, 1.963)  -0.65
Br (-4.059, -4.160, 2.861)  0.89
C (-1.906, -3.419, 1.203)  -0.05
C (-1.141, -2.490, 0.555)  -0.08
N (-1.378, -1.164, 0.637)  -0.02
H (-3.164, 4.487, 0.803)  0.12
H (-1.359, 3.244, -0.345)  0.13
H (-4.349, 0.796, 2.636)  0.12
H (-4.068, -1.244, 2.630)  0.12
H (-1.691, -4.473, 1.102)  0.13
H (-0.317, -2.794, -0.071)  0.14
O (-0.656, -1.182, -2.052)  -0.36
S (-2.169, -0.931, -2.531)  0.44
O (-2.220, -0.863, -3.943)  -0.21
O (-3.043, -1.827, -1.846)  -0.24
O (-2.200, 0.486, -1.867)  -0.38

=====

8.
A gas-phase ion, C4H7N4 (charge +1) in a non-equilibrium geometry, computed with the ωB97M-V functional and the def2-TZVPD basis.

Summary:
- HOMO (alpha / beta): -0.48896 / -0.48900 hartree
- Energy above the lowest of the compared OMol25 structures with the same formula, charge and spin: 134.3 kcal/mol
- Maximum force: 0.071 Eh/bohr
- Gap between HOMO and LUMO (alpha / beta): 0.2883 / 0.2884 hartree
- LUMO (alpha / beta): -5.46 / -5.46 eV
- Total charge: +1

Last column: Löwdin charge in e.
Positions of all 15 atoms, in Å:
C (0.620, -1.051, 0.468)  -0.20
C (0.292, 0.428, 0.640)  -0.20
C (-0.951, 0.415, -1.368)  -0.02
C (0.864, 1.295, 1.689)  0.01
N (-2.507, -0.928, -2.542)  0.16
N (-1.571, -0.434, -1.900)  -0.03
N (1.706, -1.474, 0.126)  0.18
N (-0.469, 0.940, -0.265)  0.14
H (-0.275, -1.556, 0.838)  0.14
H (0.100, 1.494, 2.516)  0.13
H (1.840, 0.776, 2.125)  0.15
H (1.130, 2.266, 1.114)  0.13
H (-2.251, -1.714, -3.092)  0.08
H (2.016, -2.412, -0.219)  0.13
H (-0.543, 1.956, -0.131)  0.20

=====

Question: Among the records above, which one has the highest total charge?
Answer: C5H9BrEuNO4P